[1]
Formula: C22H41BN6O3SSiSn
Source: the OMol25 dataset
Level of theory: ωB97M-V with the def2-TZVPD basis set

As for the net charge: +2. Its largest force on an atom is 4.53 eV/Å. The energy above the lowest of the compared OMol25 structures with the same formula, charge and spin comes out at 52.85 kJ/mol. Its HOMO-LUMO gap is 5.3 eV. For the molecular weight, the calculation gives 627.3 Da. The value obtained for the calculated total energy is -63773.1210 eV.

CARTESIAN COORDINATES (ANGSTROEM)
Sn  -0.711  -1.323  -1.797
S  -1.741  0.776  -0.057
Si  -0.468  0.079  1.494
O  1.007  -0.122  0.799
O  -0.985  -1.385  2.049
O  -0.385  1.088  2.772
N  1.506  -0.578  -4.007
N  0.313  1.750  -2.385
N  0.589  1.752  -3.733
N  -1.557  -0.491  -3.311
N  -0.942  -0.150  -4.519
N  1.280  -1.172  -2.792
C  -2.871  -0.810  -3.587
C  0.510  3.008  -1.942
C  3.185  -1.968  -3.634
C  2.303  -2.035  -2.560
C  3.358  0.034  0.513
C  0.962  2.989  -4.121
C  2.284  -0.614  1.378
C  2.325  -2.134  1.284
C  -0.856  -3.426  -2.307
C  -1.713  3.116  2.857
C  -3.418  -1.222  2.328
C  2.653  -1.043  -4.525
C  0.922  3.826  -3.011
C  0.703  3.197  2.152
C  0.093  2.635  4.525
C  -1.886  -0.929  4.293
C  -0.321  2.536  3.063
C  -2.086  -3.160  3.197
C  -3.032  -0.761  -4.960
C  2.391  -0.194  2.837
C  -1.821  -0.346  -5.506
C  -2.108  -1.654  2.974
B  0.497  0.445  -4.606
H  4.358  -0.279  0.844
H  1.221  3.183  -5.152
H  -3.924  -1.006  -5.498
H  2.995  -0.693  -5.488
H  -4.252  -1.493  2.992
H  -0.030  -3.728  -2.957
H  -0.719  1.186  -1.010
H  -3.579  -1.017  -2.797
H  -2.046  2.991  1.819
H  0.141  3.692  4.823
H  -2.435  2.631  3.529
H  -1.691  4.188  3.099
H  3.297  1.129  0.577
H  -0.900  -1.172  4.712
H  -2.246  -3.702  2.257
H  -2.650  -1.251  5.019
H  1.149  4.874  -2.980
H  3.382  -0.485  3.221
H  4.088  -2.535  -3.754
H  -0.789  -3.955  -1.350
H  -3.455  -0.136  2.168
H  -0.631  2.131  5.178
H  0.335  3.278  -0.907
H  0.677  4.285  2.314
H  0.488  3.005  1.093
H  1.637  -0.702  3.456
H  -3.562  -1.734  1.369
H  -2.887  -3.442  3.894
H  2.277  -2.473  0.242
H  -1.523  -0.171  -6.526
H  1.718  2.848  2.383
H  1.084  2.192  4.693
H  3.237  -0.258  -0.538
H  2.299  0.894  2.954
H  1.495  -2.581  1.845
H  -1.970  0.159  4.182
H  3.273  -2.495  1.713
H  -1.831  -3.605  -2.772
H  0.771  0.692  -5.749
H  -1.131  -3.480  3.632
H  2.349  -2.676  -1.688


[2]
Formula: C22H41BN6O4ReSi
Source: the OMol25 dataset
Level of theory: ωB97M-V with the def2-TZVPD basis set

As for the net charge: +2. Its largest force on an atom is 6.99 eV/Å. As for the spin multiplicity: 4. Its HOMO-LUMO gap (spin up / spin down) is 3.6 / 3.6 eV. For the molecular weight, the calculation gives 678.7 Da. The value obtained for the calculated total energy is -51277.5032 eV.

CARTESIAN COORDINATES (ANGSTROEM)
Re  2.260  0.695  -0.423
Si  1.312  0.481  2.973
O  1.778  2.066  3.319
O  1.425  0.292  1.348
O  2.392  -0.501  3.836
O  -0.133  0.188  3.709
N  -1.604  -0.086  -1.639
N  0.688  1.672  -1.183
N  -1.291  0.028  -2.984
N  1.424  -0.890  -1.420
N  0.512  1.709  -2.621
N  1.122  -0.759  -2.843
C  0.886  2.923  -3.100
C  1.086  3.127  4.060
C  -3.435  -0.543  -2.848
C  -0.399  3.142  3.703
C  4.323  0.759  4.719
C  -2.854  -0.460  -1.557
C  4.307  0.092  2.321
C  1.295  2.886  5.555
C  2.664  -2.398  -2.670
C  -0.901  -0.705  4.653
C  -0.822  -0.106  6.041
C  -0.280  -2.089  4.654
C  -2.343  -0.676  4.172
C  1.733  4.447  3.619
C  4.512  -1.665  4.082
C  0.887  3.022  -0.863
C  -1.466  -2.011  1.322
C  -2.389  -0.221  -3.721
C  1.119  3.786  -2.005
C  3.876  -0.316  3.730
C  2.134  -2.105  -1.410
C  1.976  -1.540  -3.545
B  0.192  0.371  -3.353
H  4.206  -1.992  5.085
H  0.273  0.494  -4.557
H  0.823  3.707  6.124
H  -1.418  -0.737  6.712
H  3.456  -3.092  -2.928
H  3.909  1.733  4.423
H  -0.892  3.973  4.242
H  1.436  4.837  -2.056
H  3.974  0.516  5.731
H  -0.888  2.199  3.988
H  0.211  -0.107  6.407
H  0.996  3.318  0.166
H  3.932  1.094  2.057
H  -3.279  -0.681  -0.584
H  2.814  4.445  3.827
H  2.427  -2.544  -0.479
H  5.617  -1.602  4.064
H  -1.071  -2.510  2.230
H  -2.343  -0.158  -4.787
H  0.953  3.137  -4.187
H  0.775  -2.044  4.944
H  4.206  -2.432  3.356
H  0.836  1.930  5.859
H  1.569  4.615  2.542
H  -2.089  -2.814  0.885
H  -0.354  -2.590  3.686
H  -0.834  -2.700  5.379
H  2.098  -1.426  -4.615
H  5.431  0.837  4.740
H  -0.547  -1.904  0.687
H  -0.527  3.304  2.622
H  -4.439  -0.799  -3.067
H  1.272  5.281  4.175
H  5.416  0.133  2.258
H  -2.948  -1.300  4.837
H  -2.751  0.341  4.193
H  -2.461  -1.072  3.165
H  3.969  -0.646  1.577
H  -1.242  0.907  6.074
H  2.372  2.868  5.786
H  -1.998  -1.104  1.484


[3]
Formula: C22H41BN6O4SiSr
Source: the OMol25 dataset
Level of theory: ωB97M-V with the def2-TZVPD basis set

As for the net charge: 0. Its largest force on an atom is 6.93 eV/Å. Its HOMO-LUMO gap (spin up / spin down) is 6.6 / 7.8 eV. For the molecular weight, the calculation gives 580.1 Da. The value obtained for the calculated total energy is -50001.2765 eV.

CARTESIAN COORDINATES (ANGSTROEM)
Sr  0.288  -0.009  0.078
Si  1.191  0.239  3.464
O  2.365  -0.551  4.428
O  1.360  0.199  1.976
O  1.242  1.816  4.044
O  -0.197  -0.401  4.080
N  0.556  1.840  -1.187
N  -1.307  -0.051  -2.860
N  1.167  -0.775  -2.827
N  1.287  -1.105  -1.440
N  0.548  1.713  -2.579
N  -1.645  -0.249  -1.511
C  0.876  2.418  6.346
C  -1.068  -0.799  6.281
C  0.913  3.072  -0.836
C  -0.550  -2.717  4.709
C  -0.893  2.853  4.541
C  3.851  -0.426  4.405
C  2.690  -2.359  -2.582
C  2.019  -1.538  -3.477
C  1.334  4.073  4.478
C  4.187  0.631  5.456
C  -3.447  -0.562  -2.705
C  0.584  2.800  4.899
C  1.141  3.761  -1.996
C  4.390  -0.099  3.025
C  0.906  2.889  -3.056
C  -2.437  -1.076  4.176
C  -1.084  -1.296  4.838
C  -0.598  -1.928  1.171
C  -2.406  -0.242  -3.569
C  -2.935  -0.558  -1.430
C  4.223  -1.852  4.863
C  2.214  -2.068  -1.333
B  0.169  0.345  -3.271
H  3.895  -2.583  4.130
H  0.191  -2.542  0.788
H  0.422  1.460  6.603
H  -1.396  1.916  4.773
H  -3.367  -0.753  -0.427
H  -0.492  -1.549  2.165
H  -1.319  3.652  5.143
H  -1.246  -3.329  5.270
H  -2.446  -1.387  3.134
H  3.849  1.609  5.132
H  -1.037  3.080  3.482
H  4.062  0.879  2.703
H  3.439  -3.085  -2.820
H  0.971  3.324  0.240
H  -1.752  -1.449  6.814
H  -4.450  -0.770  -2.972
H  -3.138  -1.685  4.734
H  3.728  0.394  6.417
H  -1.070  0.965  1.214
H  2.399  3.978  4.666
H  -1.433  0.225  6.359
H  -2.748  -0.034  4.233
H  -1.562  -2.033  0.750
H  2.064  -1.415  -4.545
H  0.924  4.869  5.081
H  3.765  -2.085  5.821
H  2.439  -2.452  -0.315
H  -0.530  -3.059  3.678
H  5.297  -1.873  4.952
H  0.956  2.990  -4.117
H  1.440  4.777  -2.070
H  0.445  3.204  6.956
H  1.179  4.287  3.425
H  4.071  -0.834  2.294
H  -2.336  -0.125  -4.626
H  0.224  0.475  -4.410
H  -0.078  -0.877  6.723
H  0.441  -2.808  5.140
H  5.475  -0.113  3.105
H  5.267  0.631  5.560
H  1.950  2.356  6.529


What is the molecular weight in the first record? 627.3 Da


Look up the net charge of the first one. +2


What is the net charge in the first record? +2